No. 1
15
Properties=species:S:1:pos:R:3 method="wB97M-V/def2-TZVPD" e_tot_ha=-386.19064 multiplicity=3 s_squared=2.006 orbital_gap_ev="7.03 / 9.23" charge=0
B 1.13852 -0.47075 -0.10921
C -1.66295 2.79676 -0.22295
C 1.30877 -2.86584 -0.73265
N -1.94235 2.04054 0.80076
O 0.89189 0.43710 0.82594
O 1.11046 -1.80689 0.16559
O -2.31094 0.87303 0.77711
H -1.54502 2.34553 -1.22148
H -1.12723 3.69363 0.06877
H 1.39626 0.02601 -1.15486
H 1.57948 -2.50900 -1.69950
H 0.38484 -3.57165 -0.57044
H 2.17133 -3.62077 -0.28198
H -1.96660 2.52864 1.71551
H 0.57355 0.10366 1.63940

No. 2
13
Properties=species:S:1:pos:R:3 method="wB97M-V/def2-TZVPD" e_tot_ha=-1851.37660 multiplicity=2 s_squared=0.756 orbital_gap_ev="3.76 / 6.70" charge=-1
C 0.70232 0.35420 -1.54914
Cu -0.28994 -1.02312 -0.46339
N 0.83466 -2.70925 -0.52010
H 1.20296 2.39777 1.16914
H 0.74480 2.85740 0.79682
H 0.57277 1.36964 -1.17609
H 0.28427 0.20445 -2.56995
H 1.76738 0.03322 -1.53695
H 0.22378 -3.50075 -0.71484
H 1.35604 -2.89627 0.32716
H 1.49964 -2.64124 -1.27950
O -2.03059 -0.73792 1.86998
C -1.27068 -0.83820 0.99795

No. 3
34
Properties=species:S:1:pos:R:3 method="wB97M-V/def2-TZVPD" e_tot_ha=-5827.48391 orbital_gap_ev=5.91 charge=+4
K -4.00313 0.20978 0.07255
K -0.03374 -2.67916 2.82747
K 4.32548 1.32610 -0.80269
K 1.72882 3.33212 -3.90707
K 2.75930 -3.10465 -0.25785
K -1.57253 -0.97290 -4.30418
C -0.10023 -0.22566 -0.03449
F -1.35898 -0.00354 -0.45761
F 0.24242 0.55227 0.94291
F -0.12673 -1.52513 0.40352
S 1.15796 0.03394 -1.41327
O 0.63671 -0.67482 -2.56981
O 1.30815 1.46533 -1.67074
O 2.37761 -0.53423 -0.83344
C -1.58385 0.25172 3.34799
F -0.29992 0.01215 3.73775
F -1.69441 1.56239 3.19187
F -1.72500 -0.36067 2.10235
S -2.75997 -0.51413 4.53444
O -2.69334 -1.86805 3.98882
O -2.14853 -0.26275 5.78499
O -3.97290 0.17665 4.21597
O 0.69121 4.45578 -1.36980
H 0.42665 5.38523 -1.34099
H -0.07536 3.97665 -1.04164
O 0.91495 3.16909 2.01013
H 0.04271 2.76407 1.98098
H 0.74510 4.09420 1.80073
O -0.43504 -3.52140 -2.95746
H -1.31618 -3.84345 -3.18722
H 0.14823 -4.18754 -3.34327
O 3.17197 -2.89561 -3.91185
H 2.58263 -3.47352 -3.42155
H 2.63993 -2.12022 -4.11756

No. 4
13
Properties=species:S:1:pos:R:3 method="wB97M-V/def2-TZVPD" e_tot_ha=-487.80744 orbital_gap_ev=7.21 charge=+1
C -2.32320 0.26506 -0.39791
C 1.33740 0.28320 0.55165
N -2.41742 -0.94935 0.13252
N 2.75900 -0.08302 -0.05821
I 0.03317 1.31821 -0.90350
H -2.48683 0.24771 -1.49869
H -2.67455 1.18698 0.13206
H 1.62696 0.79644 1.43318
H 2.58719 -0.49602 -0.92199
H -2.65884 -0.96116 1.11927
H 3.29839 0.78993 -0.11879
H -2.12040 -1.87992 -0.28415
H 3.03914 -0.51807 0.81457

No. 5
12
Properties=species:S:1:pos:R:3 method="wB97M-V/def2-TZVPD" e_tot_ha=-190.47130 orbital_gap_ev=10.26 charge=0
N -0.01309 0.90389 -1.70585
C -0.52388 0.33830 -0.46303
C 0.38633 -0.60731 0.33766
N -0.02436 -0.61378 1.79143
H 0.90535 1.31867 -1.69941
H -0.12800 0.21040 -2.43072
H -0.96368 1.16801 0.10661
H -1.54158 -0.08963 -0.57893
H 1.33021 -0.10016 0.10943
H 0.20675 -1.62639 -0.03884
H 0.55419 0.17528 2.07938
H 0.44285 -1.42598 2.18946

No. 6
12
Properties=species:S:1:pos:R:3 method="wB97M-V/def2-TZVPD" e_tot_ha=-190.15497 multiplicity=2 s_squared=0.757 orbital_gap_ev="12.33 / 6.25" charge=+1
C 0.06954 -0.17747 -0.74926
C -0.21868 0.15072 0.81661
N 0.95699 0.12815 1.65410
N -1.24529 -0.13219 -1.39974
H 0.61057 -1.12233 -0.79724
H 0.69613 0.70024 -0.96854
H -0.81860 -0.69985 1.15706
H -0.70710 1.10936 1.04742
H 1.33681 -0.81967 1.61213
H 1.71713 0.77581 1.44472
H -1.14899 -0.76933 -2.18374
H -1.24852 0.85656 -1.63351

No. 7
12
Properties=species:S:1:pos:R:3 method="wB97M-V/def2-TZVPD" e_tot_ha=-190.08652 multiplicity=2 s_squared=0.755 orbital_gap_ev="7.85 / 2.21" charge=+1
C -2.46552 2.71251 0.95162
N -1.71473 1.93154 1.93702
H -1.74799 3.41523 0.56206
H -3.50462 3.06772 1.38885
H -2.80324 2.22791 0.01821
H -0.78183 1.89917 1.57312
H -2.18026 1.10052 2.17716
C 3.09951 -3.55873 -2.03457
N 2.38833 -2.88124 -1.22764
H 2.65346 -3.84421 -3.00640
H 4.06264 -3.73861 -1.75432
H 2.99424 -2.33182 -0.58512

No. 8
13
Properties=species:S:1:pos:R:3 method="wB97M-V/def2-TZVPD" e_tot_ha=-265.67549 multiplicity=2 s_squared=0.753 orbital_gap_ev="3.44 / 7.78" charge=-1
C 0.88948 2.02686 0.27809
N -0.45425 1.85982 0.24653
H 1.39696 2.83808 0.80807
H 1.51481 1.31487 -0.25512
H -1.38774 0.23354 0.02382
H -0.89283 2.64456 0.72232
N 0.55916 -1.36285 -0.85629
C -0.48960 -1.45749 0.18171
O -1.60114 -0.71759 -0.18707
H 1.26564 -2.06495 -0.67413
H 0.07474 -1.63397 -1.70786
H -0.82641 -2.50609 0.27889
H -0.04883 -1.17479 1.14105